Record 1
{
  "formula": "C22H49NOP2Si2W",
  "method": "the ωB97M-V functional and the def2-TZVPD basis",
  "species": ["W", "P", "P", "N", "H", "C", "H", "H", "H", "C", "H", "H", "H", "C", "H", "H", "H", "C", "H", "H", "H", "C", "H", "H", "H", "C", "H", "H", "H", "C", "C", "C", "C", "C", "C", "H", "H", "H", "H", "H", "C", "O", "C", "H", "H", "H", "C", "H", "H", "H", "C", "Si", "C", "C", "C", "Si", "C", "C", "C", "H", "H", "H", "H", "H", "H", "H", "H", "H", "H", "H", "H", "H", "H", "H", "H", "H", "H", "H"],
  "coordinates": [[0.04866, 0.01384, -0.34488], [-0.48250, -0.38464, -2.82331], [1.73962, 1.33215, 1.32344], [1.49073, -0.98542, -0.69962], [-1.34182, 0.08274, -1.11456], [0.51787, 0.62115, -3.93758], [0.18967, 0.43127, -4.97149], [1.58390, 0.37316, -3.84659], [0.37515, 1.68494, -3.71226], [-2.18810, -0.16943, -3.41930], [-2.26171, -0.52878, -4.45490], [-2.48209, 0.88729, -3.37530], [-2.88167, -0.74031, -2.78920], [-0.07221, -2.09647, -3.20966], [-0.52315, -2.36022, -4.17029], [-0.44766, -2.79530, -2.45926], [1.00602, -2.24205, -3.29039], [3.18603, 2.35513, 0.82483], [3.86781, 2.51752, 1.67331], [2.81005, 3.32006, 0.48124], [3.73154, 1.90261, -0.00807], [0.99251, 2.40565, 2.59981], [1.77333, 2.76523, 3.28178], [0.22197, 1.90184, 3.18363], [0.53377, 3.26309, 2.10971], [2.80696, 0.25056, 2.40614], [3.27273, 0.87712, 3.19268], [3.61196, -0.18670, 1.79598], [2.25027, -0.56433, 2.87867], [2.59055, -1.77011, -0.95962], [4.89718, -2.03292, -1.56860], [3.82427, -1.20004, -1.31140], [2.44715, -3.16268, -0.82438], [3.52718, -3.99127, -1.04798], [4.76377, -3.41226, -1.36394], [5.87095, -1.63658, -1.83798], [3.89022, -0.12215, -1.46105], [1.44592, -3.52833, -0.61353], [3.38897, -5.05498, -0.87019], [5.59259, -4.07534, -1.53147], [0.20036, 4.27314, -0.81618], [1.10835, 3.78580, -0.09136], [0.44606, 4.31783, -2.31914], [-0.32648, 4.75017, -2.95360], [0.61393, 3.29092, -2.60640], [1.37448, 4.86036, -2.55875], [-1.20809, 4.34717, -0.20497], [-1.30391, 5.07974, 0.62419], [-1.39698, 3.39174, 0.25318], [-2.03459, 4.58743, -0.88317], [0.56148, -2.86207, 2.03479], [-0.86207, -1.65652, 2.19874], [-2.28959, -2.75096, 2.75425], [-0.49300, -0.59279, 3.69987], [-1.45044, -0.94915, 0.56748], [-3.10772, 0.05594, 0.70894], [-3.34052, 0.91188, 2.36559], [-3.73475, 1.20828, -0.62996], [-4.37340, -1.35129, 0.51801], [1.50712, -2.39834, 1.73179], [0.34107, -3.65984, 1.31245], [0.73943, -3.35642, 3.00428], [-1.92262, -3.42306, 3.54059], [-3.14578, -2.21243, 3.17339], [-2.65825, -3.37915, 1.93763], [-0.47229, -1.27228, 4.56807], [-1.24153, 0.17343, 3.92830], [0.48615, -0.10544, 3.66923], [-1.67578, -1.84847, -0.03492], [-2.56113, 1.65378, 2.58343], [-4.29267, 1.46653, 2.35226], [-3.39922, 0.23342, 3.22798], [-4.00279, 0.66074, -1.54077], [-4.65021, 1.70783, -0.28694], [-3.05066, 2.00356, -0.92591], [-4.14010, -1.95539, -0.37117], [-4.44724, -2.02875, 1.37675], [-5.36501, -0.90239, 0.35767]],
  "relative_energy_kj_mol": 369.52,
  "homo_ev": [-5.5, -6.0],
  "max_force_ev_per_a": 4.874,
  "lumo_ev": [0.26, 0.03],
  "molar_mass_g_mol": 645.60,
  "spin_multiplicity": 3,
  "total_energy_ha": -2326.32403
}

---

Record 2
{
  "formula": "C22H50Cl12N2O4",
  "method": "the ωB97M-V functional and the def2-TZVPD basis",
  "species": ["C", "C", "N", "O", "H", "H", "H", "H", "H", "C", "C", "N", "O", "H", "H", "H", "H", "H", "C", "C", "C", "O", "H", "H", "H", "H", "H", "H", "H", "H", "C", "C", "C", "O", "H", "H", "H", "H", "H", "H", "H", "H", "Cl", "C", "C", "Cl", "H", "H", "H", "H", "Cl", "C", "C", "Cl", "H", "H", "H", "H", "Cl", "C", "C", "Cl", "H", "H", "H", "H", "Cl", "C", "C", "Cl", "H", "H", "H", "H", "Cl", "C", "C", "Cl", "H", "H", "H", "H", "Cl", "C", "C", "Cl", "H", "H", "H", "H"],
  "coordinates": [[1.47510, 5.57106, -4.37694], [2.34787, 5.65274, -3.15066], [3.47002, 6.32270, -3.20287], [2.02507, 5.17043, -2.07839], [1.99174, 4.95809, -5.11549], [1.33714, 6.57365, -4.78177], [0.50934, 5.09274, -4.21376], [3.77613, 6.67448, -4.09878], [3.98742, 6.42926, -2.34203], [1.43980, 4.59952, 4.02674], [2.40579, 5.70663, 3.94066], [3.00218, 5.87251, 2.76430], [2.74868, 6.30400, 4.97564], [1.62971, 3.78299, 3.33010], [0.46511, 4.94754, 3.68473], [1.42133, 4.20074, 5.04100], [3.71163, 6.59071, 2.73309], [2.68899, 5.47163, 1.89177], [1.38312, 0.43163, 0.21137], [-0.12335, 0.61619, 0.08217], [-1.01942, -0.09834, 1.10740], [-0.30261, 2.01589, 0.23144], [2.00038, 1.17475, -0.29347], [1.67286, -0.57840, -0.07846], [1.62311, 0.42599, 1.27461], [-0.43672, 0.35269, -0.92801], [-2.06007, -0.08035, 0.78363], [-0.92798, 0.21065, 2.14868], [-0.79409, -1.16459, 1.08651], [0.29747, 2.45896, -0.37286], [-3.73388, -7.09377, -0.08940], [-3.84255, -6.47404, 1.26679], [-3.88031, -7.43829, 2.42994], [-2.75432, -5.62699, 1.38405], [-2.95980, -7.85880, -0.14955], [-3.55337, -6.31098, -0.82612], [-4.63425, -7.66711, -0.31011], [-4.59559, -5.68635, 1.24270], [-3.07594, -8.16823, 2.33898], [-4.81711, -7.98988, 2.35086], [-3.96520, -6.95525, 3.40337], [-2.46102, -5.35514, 0.51131], [-5.30412, -0.99670, -1.95980], [-6.78720, -0.09516, -1.52712], [-6.45412, 1.20005, -0.72491], [-8.08183, 1.84621, -0.69353], [-7.35557, -0.76741, -0.88436], [-7.31935, 0.02907, -2.47024], [-5.81982, 1.94313, -1.20823], [-6.12474, 0.97227, 0.28886], [-2.39654, -2.45289, 6.72547], [-1.16596, -3.62702, 6.20261], [0.05684, -3.66950, 7.12216], [1.04090, -2.15319, 6.87188], [-0.83703, -3.40396, 5.18764], [-1.65882, -4.59893, 6.22677], [0.62444, -4.54512, 6.80716], [-0.26854, -3.80794, 8.15321], [7.95434, 0.66740, -3.14943], [7.04409, 1.76722, -2.09008], [7.76545, 1.80308, -0.74022], [7.07701, 3.15610, 0.27932], [5.99042, 1.50588, -1.99226], [7.01841, 2.75904, -2.54146], [8.80331, 2.06205, -0.94968], [7.52396, 0.90761, -0.16758], [-2.67721, 7.77750, -2.51496], [-2.94538, 6.68074, -1.12535], [-2.65385, 7.31855, 0.23688], [-3.80728, 8.64566, 0.59481], [-2.30358, 5.80946, -1.25606], [-3.90193, 6.15815, -1.12872], [-1.64519, 7.71865, 0.33993], [-2.69777, 6.51580, 0.97293], [1.76709, -0.70207, -4.82252], [0.44057, -1.62971, -5.51012], [0.86408, -2.91678, -6.25679], [1.83476, -2.39995, -7.63096], [0.02933, -0.85203, -6.15370], [-0.38939, -1.71003, -4.80811], [-0.01205, -3.49631, -6.54770], [1.42497, -3.64244, -5.66779], [0.90987, -5.91536, -1.29825], [2.44268, -6.19963, -0.54977], [2.21914, -6.90693, 0.80942], [1.46182, -8.48188, 0.55242], [2.92135, -5.22811, -0.42677], [3.17551, -6.66849, -1.20646], [1.58735, -6.31990, 1.47600], [3.15752, -7.11800, 1.32225]],
  "smiles": "CC(N)=O.CC(N)=O.CC(C)O.CC(C)O.ClCCCl.ClCCCl.ClCCCl.ClCCCl.ClCCCl.ClCCCl",
  "relative_energy_kj_mol": 353.91,
  "homo_ev": -9.4,
  "max_force_ev_per_a": 3.280,
  "lumo_ev": 0.00,
  "molar_mass_g_mol": 832.09,
  "total_energy_ha": -6800.98943
}